Molecular formula: C29H68ClF4N28O13S
Method: DFT, wB97M-V/def2-TZVPD

XYZ file:
```
144
Properties=species:S:1:pos:R:3:forces:R:3:lowdin_charge:R:1
C 4.592 1.109 1.428 -0.45 0.56 0.05 -0.0762
C 3.120 1.321 1.761 0.46 -0.73 -0.50 -0.2289
C 2.356 0.384 0.836 -0.31 0.87 0.14 -0.6091
Cl 0.654 0.178 1.352 -0.21 0.13 -0.19 0.7183
C 2.510 0.805 -0.615 -0.49 -0.29 0.45 -0.0859
C 2.003 1.999 -1.112 -0.32 -0.07 0.80 -0.1279
C 1.201 3.019 -0.384 -0.57 0.49 -0.26 -0.1342
C 0.351 3.885 -1.333 0.09 -0.55 0.55 -0.4311
S -0.761 3.033 -2.485 -0.08 0.75 -0.49 1.0129
C -1.706 1.933 -1.552 0.60 0.58 0.03 -0.7222
N -1.585 0.679 -1.686 0.48 -1.25 -0.30 0.0648
N -2.500 0.123 -0.835 -0.01 -1.42 -0.15 0.0688
C -3.102 1.086 -0.251 -0.39 -1.13 0.30 -0.1687
O -2.657 2.261 -0.659 -0.11 1.81 0.16 0.0903
N 2.252 2.325 -2.371 -0.06 0.48 -0.29 0.1572
C 2.936 1.572 -3.197 0.24 0.26 -1.02 0.0395
C 3.449 0.407 -2.787 0.44 -0.80 0.06 -0.0166
C 4.255 -0.356 -3.810 -0.48 -0.47 0.27 -0.4326
F 4.433 0.416 -4.898 -0.03 0.59 -0.79 0.1152
F 5.472 -0.632 -3.354 0.98 -0.21 0.34 0.1574
C 3.604 -1.656 -4.344 0.48 0.64 -0.67 -0.2892
F 2.277 -1.576 -4.174 -0.54 0.01 0.10 0.0838
F 4.080 -2.727 -3.731 0.13 -0.76 0.62 0.1289
C 3.239 -0.011 -1.470 0.39 -0.44 -0.44 -0.0499
C 3.825 -1.307 -1.025 -0.25 0.15 0.17 -0.0598
C 2.852 -2.471 -0.936 -0.12 -0.34 -0.11 -0.3971
C 1.419 -2.302 -1.302 0.06 0.49 0.48 -0.0264
N 3.356 -3.556 -0.538 0.18 -0.13 0.18 0.1657
H 5.200 1.743 2.047 0.37 -0.01 0.29 0.0532
H 4.810 1.343 0.390 0.08 0.13 -0.25 0.0840
H 4.836 0.073 1.579 0.42 -0.29 0.26 0.0496
H 2.821 2.349 1.657 -0.23 0.46 0.04 0.0908
H 2.935 0.979 2.767 -0.10 0.15 0.42 0.1155
H 2.811 -0.573 0.995 -0.16 -0.51 -0.13 0.0889
H 1.895 3.691 0.109 0.24 0.23 0.18 0.1304
H 0.598 2.589 0.396 -0.19 -0.45 0.26 0.0809
H 1.030 4.417 -1.985 -0.28 0.52 -0.18 0.0124
H -0.190 4.633 -0.780 -0.22 0.20 0.32 0.0855
H -3.855 0.927 0.502 -0.16 0.72 0.28 0.0909
H 1.919 3.206 -2.745 0.01 0.19 0.11 0.1084
H 3.072 1.919 -4.195 -0.03 0.36 -0.40 0.1571
H 3.797 -1.737 -5.403 0.17 -0.04 -0.41 0.1746
H 4.622 -1.623 -1.670 0.27 -0.03 -0.14 0.1102
H 4.268 -1.142 -0.056 0.29 -0.20 0.27 0.1089
H 0.933 -1.782 -0.485 -0.29 0.09 0.25 0.0399
H 1.263 -1.695 -2.172 0.01 0.28 -0.47 0.0534
H 0.908 -3.240 -1.412 -0.16 -0.42 -0.08 0.0860
H 2.612 -4.248 -0.494 0.06 -0.30 0.07 0.0630
C 2.467 5.751 -4.320 0.05 0.20 -0.23 -0.6454
O 2.265 5.398 -3.154 0.12 -0.30 -0.22 -0.0177
N 3.694 6.143 -4.745 -0.08 -0.11 0.10 0.1723
N 1.474 5.772 -5.249 0.07 -0.13 0.15 0.1742
H 3.887 6.439 -5.684 -0.03 0.03 -0.02 0.1065
H 4.439 6.140 -4.074 0.03 0.03 0.03 0.1126
H 0.556 5.494 -4.955 -0.06 0.04 0.00 0.1075
H 1.613 6.058 -6.200 0.02 0.04 -0.01 0.1063
C -1.548 -2.674 -4.266 -0.02 0.06 -0.02 -0.6661
O -1.544 -3.148 -3.142 0.02 -0.01 0.01 0.0197
N -0.459 -2.004 -4.767 -0.34 -0.12 -0.02 0.1575
N -2.624 -2.774 -5.101 0.07 -0.01 0.10 0.1588
H -0.418 -1.601 -5.683 -0.07 -0.02 -0.04 0.0912
H 0.332 -1.928 -4.164 -0.02 -0.03 0.06 0.0465
H -3.430 -3.261 -4.754 -0.01 0.01 0.03 0.1056
H -2.646 -2.394 -6.027 0.03 0.02 -0.02 0.0912
C -4.922 1.085 3.313 -0.08 0.05 0.27 -0.6524
O -4.805 0.999 2.093 -0.20 -0.12 -0.07 -0.0151
N -4.003 1.736 4.065 -0.12 0.02 -0.26 0.1688
N -5.985 0.540 3.971 0.11 0.04 -0.14 0.1628
H -4.063 1.830 5.061 0.03 -0.05 0.04 0.1006
H -3.216 2.150 3.590 0.10 -0.03 0.30 0.0647
H -6.672 0.061 3.421 -0.04 -0.06 -0.05 0.1052
H -6.108 0.598 4.963 0.04 0.01 0.03 0.0966
C -0.855 -3.755 1.592 0.24 0.02 0.03 -0.6657
O 0.256 -3.379 1.234 0.03 -0.18 0.15 -0.0049
N -1.030 -4.804 2.454 0.05 0.12 -0.10 0.1542
N -1.985 -3.148 1.154 -0.20 0.16 -0.02 0.1701
H -1.929 -5.125 2.757 -0.05 0.00 -0.02 0.0931
H -0.207 -5.265 2.790 0.04 -0.01 0.00 0.1007
H -1.880 -2.364 0.531 0.01 -0.06 0.01 0.0785
H -2.909 -3.430 1.425 -0.02 -0.01 -0.06 0.0951
C 6.789 -6.396 -3.513 -0.06 0.04 0.01 -0.6848
O 7.802 -7.012 -3.246 0.00 0.01 -0.01 0.0296
N 6.414 -5.268 -2.831 0.01 -0.01 -0.12 0.1513
N 5.938 -6.781 -4.518 0.06 0.06 0.03 0.1445
H 5.582 -4.747 -3.030 -0.06 -0.03 0.05 0.0674
H 7.012 -4.964 -2.088 0.03 -0.01 0.05 0.0975
H 6.184 -7.603 -5.034 0.02 -0.04 0.00 0.1009
H 5.097 -6.291 -4.752 -0.03 0.02 0.04 0.0852
C -5.568 -3.041 -1.249 0.02 0.21 0.16 -0.6781
O -6.069 -4.098 -1.626 -0.06 -0.09 0.11 -0.0061
N -6.333 -1.996 -0.832 0.09 -0.04 -0.40 0.1633
N -4.218 -2.847 -1.209 -0.14 -0.21 0.09 0.1610
H -5.960 -1.130 -0.495 0.08 0.01 0.10 0.0892
H -7.329 -2.127 -0.830 -0.03 0.01 0.31 0.0763
H -3.629 -3.604 -1.507 0.10 0.07 -0.12 0.0881
H -3.787 -1.992 -0.907 0.04 0.16 -0.19 0.0474
C 7.491 -1.703 2.223 0.01 -0.13 0.02 -0.6623
O 6.922 -0.743 1.722 0.11 -0.15 -0.05 0.0131
N 7.172 -2.993 1.899 0.03 0.13 -0.02 0.1587
N 8.486 -1.559 3.147 -0.04 0.00 -0.07 0.1538
H 7.624 -3.792 2.299 0.02 -0.01 0.03 0.0958
H 6.443 -3.135 1.226 -0.08 -0.03 -0.02 0.0936
H 8.739 -0.625 3.405 -0.01 0.05 0.01 0.1003
H 8.966 -2.329 3.572 -0.01 -0.04 0.00 0.0948
C 5.942 3.936 4.395 -0.19 -0.09 0.02 -0.6665
O 5.408 2.919 3.968 0.10 0.16 0.02 0.0098
N 5.214 5.000 4.828 0.44 -0.01 0.01 0.1629
N 7.300 4.070 4.467 0.00 -0.02 -0.05 0.1533
H 5.613 5.849 5.179 0.03 0.01 0.00 0.0975
H 4.223 4.932 4.779 -0.44 0.12 -0.02 0.0681
H 7.855 3.297 4.153 0.00 -0.04 -0.01 0.1007
H 7.758 4.890 4.814 -0.02 0.02 0.03 0.0934
C 2.148 7.188 3.457 0.22 0.21 -0.22 -0.6702
O 2.691 6.792 4.480 -0.24 -0.21 -0.08 0.0189
N 1.540 6.335 2.574 0.26 0.24 -0.14 0.1454
N 2.107 8.508 3.122 -0.02 -0.05 0.07 0.1627
H 1.089 6.639 1.733 0.01 0.07 -0.03 0.0992
H 1.551 5.357 2.797 0.01 0.07 -0.24 0.0731
H 2.542 9.155 3.752 0.01 0.03 0.04 0.1097
H 1.668 8.857 2.292 0.00 -0.01 -0.04 0.0971
C -1.049 4.248 4.230 -0.17 0.02 0.07 -0.6541
O -1.466 3.100 4.159 0.07 0.11 -0.12 0.0146
N -1.883 5.331 4.190 0.07 0.03 -0.09 0.1637
N 0.273 4.543 4.354 -0.06 -0.44 0.01 0.1560
H -1.561 6.281 4.251 -0.01 -0.11 0.05 0.0973
H -2.865 5.153 4.101 -0.05 0.00 0.01 0.1037
H 0.924 3.780 4.393 -0.06 -0.09 0.23 0.1164
H 0.617 5.479 4.416 0.01 0.10 0.42 0.0577
C -9.098 -3.631 1.200 0.19 -0.46 -0.11 -0.6722
O -8.611 -2.529 1.006 -0.20 0.26 0.08 0.0084
N -10.184 -3.821 2.017 -0.03 -0.04 -0.12 0.1405
N -8.597 -4.754 0.608 -0.02 0.17 0.05 0.1741
H -10.595 -4.720 2.199 0.10 -0.03 0.16 0.0966
H -10.572 -3.012 2.465 0.00 0.02 0.03 0.1097
H -7.804 -4.640 -0.006 0.03 -0.02 -0.12 0.0794
H -8.978 -5.670 0.747 -0.04 0.00 0.02 0.0993
C -13.601 -5.141 0.355 0.00 0.03 -0.06 -0.6841
O -13.554 -5.775 1.397 0.03 0.00 0.00 0.0145
N -12.560 -4.355 -0.051 -0.10 -0.13 0.01 0.1545
N -14.688 -5.172 -0.475 0.06 -0.01 0.08 0.1479
H -12.553 -3.819 -0.897 -0.02 -0.01 -0.03 0.0957
H -11.763 -4.334 0.560 0.01 0.24 -0.16 0.0485
H -15.462 -5.743 -0.195 -0.03 -0.03 0.03 0.1018
H -14.745 -4.660 -1.333 0.03 0.02 -0.02 0.0905
```
Forces are in eV/Å.

total charge = +1
E = -4915.2755 a.u.
energy relative to the best compared isomer or geometry (same formula, charge and spin) = 20.87 kJ/mol
orbital gap = 7.643 eV